Formula: C31H77Br16O20P5
Source: the Open Molecules 2025 dataset
Level of theory: the ωB97M-V functional and the def2-TZVPD basis

Results
Orbital gap (eV): 9.96
ΔE to the lowest compared entry with this formula, charge and spin (kJ/mol): 175.62
E_HOMO (eV): -9.8
LUMO level (Eh): 0.0062
E_tot (eV): -1241481.6558

Geometry as ORCA input:
```
! wB97M-V def2-TZVPD RIJCOSX def2/J DEFGRID3
* xyz 0 1
C 6.004 -2.877 2.820
O 5.028 -2.393 3.784
P 3.580 -2.222 3.166
O 3.596 -1.391 1.907
O 3.026 -3.701 3.020
C 2.124 -4.068 1.930
O 2.767 -1.662 4.366
C 3.116 -0.243 4.564
H 6.982 -2.384 2.938
H 5.555 -2.804 1.811
H 6.046 -3.966 2.939
H 1.212 -3.437 1.946
H 1.877 -5.126 1.901
H 2.693 -3.819 1.080
H 2.527 0.109 5.423
H 2.866 0.366 3.667
H 4.122 -0.229 4.949
C -1.628 -0.240 -6.726
O -0.786 -0.594 -5.638
P -1.505 -1.776 -4.791
O -2.667 -1.346 -4.026
O -0.215 -2.239 -3.944
C 0.936 -2.821 -4.662
O -1.649 -2.941 -5.777
C -3.061 -3.313 -6.157
H -1.658 -1.013 -7.492
H -1.178 0.648 -7.123
H -2.669 0.017 -6.396
H 0.883 -2.754 -5.732
H 1.079 -3.863 -4.409
H 1.834 -2.278 -4.411
H -3.680 -2.459 -6.329
H -3.455 -3.874 -5.319
H -2.926 -3.796 -7.068
C 5.929 2.438 -3.283
O 4.464 2.525 -3.593
P 3.725 1.306 -4.267
O 3.951 0.010 -3.586
O 4.163 1.363 -5.768
C 3.361 0.485 -6.658
O 2.200 1.779 -4.320
C 1.183 1.505 -3.325
H 6.373 2.906 -4.137
H 6.217 1.352 -3.201
H 6.055 3.041 -2.429
H 3.777 -0.474 -6.592
H 3.408 0.871 -7.673
H 2.321 0.499 -6.370
H 0.595 2.458 -3.178
H 1.660 1.371 -2.329
H 0.679 0.631 -3.734
C 0.667 -1.150 -0.769
O 0.200 0.127 -0.194
P -1.339 0.142 0.350
O -2.102 -1.122 0.247
O -1.182 0.697 1.794
C -0.280 0.282 2.754
O -1.910 1.453 -0.332
C -1.979 1.567 -1.760
H -0.058 -1.592 -1.422
H 0.866 -1.791 0.089
H 1.644 -0.964 -1.230
H -0.609 -0.611 3.359
H -0.099 1.101 3.442
H 0.706 0.031 2.324
H -1.774 0.608 -2.091
H -1.208 2.347 -2.052
H -2.960 1.825 -1.964
C 4.266 0.870 -0.210
O 3.148 1.795 -0.502
P 3.425 3.312 -0.201
O 4.771 3.880 -0.244
O 2.414 3.947 -1.212
C 2.714 5.292 -1.684
O 2.741 3.521 1.198
C 1.971 2.511 1.931
H 4.569 0.419 -1.175
H 3.979 0.143 0.526
H 5.070 1.564 0.234
H 2.288 5.976 -0.917
H 2.086 5.360 -2.550
H 3.779 5.521 -1.806
H 1.417 3.067 2.729
H 2.606 1.758 2.362
H 1.248 2.054 1.274
Br -5.482 0.757 -0.983
C -5.664 -0.412 -2.507
C -5.798 0.339 -3.811
Br -6.419 -0.964 -5.173
H -6.536 -0.947 -2.304
H -4.835 -1.048 -2.478
H -4.756 0.655 -4.068
H -6.487 1.152 -3.868
Br -2.104 -5.230 -2.996
C -1.945 -3.893 -1.570
C -1.195 -4.449 -0.380
Br 0.745 -4.732 -0.648
H -2.964 -3.528 -1.380
H -1.313 -3.107 -1.969
H -1.640 -5.439 -0.115
H -1.370 -3.771 0.412
Br -2.420 -3.001 7.356
C -1.074 -2.650 6.083
C 0.261 -2.198 6.691
Br 0.086 -0.493 7.612
H -1.548 -1.887 5.483
H -0.953 -3.590 5.554
H 0.971 -2.100 5.879
H 0.532 -2.955 7.399
Br -4.231 1.590 10.493
C -3.923 0.794 8.748
C -3.479 1.841 7.745
Br -5.074 2.740 6.935
H -4.855 0.377 8.384
H -3.211 0.024 8.866
H -3.061 1.233 6.929
H -2.792 2.628 8.104
Br -4.497 -0.178 4.541
C -4.341 -2.057 3.898
C -3.769 -2.008 2.547
Br -3.648 -3.866 1.951
H -5.336 -2.540 3.912
H -3.659 -2.579 4.608
H -2.744 -1.639 2.341
H -4.442 -1.574 1.798
Br -2.334 3.856 3.555
C -4.206 3.341 3.151
C -4.906 4.532 2.662
Br -6.655 3.798 2.038
H -4.472 2.872 4.058
H -3.937 2.607 2.423
H -4.471 4.967 1.786
H -5.166 5.277 3.414
Br -3.227 7.592 0.188
C -2.201 5.895 0.230
C -0.856 5.979 -0.530
Br -1.153 5.875 -2.459
H -2.867 5.225 -0.203
H -2.010 5.687 1.277
H -0.206 5.147 -0.392
H -0.394 6.889 -0.375
Br 5.995 -2.470 -1.169
C 4.056 -2.501 -1.362
C 3.660 -3.389 -2.420
Br 4.374 -5.296 -2.113
H 3.772 -1.469 -1.602
H 3.644 -2.667 -0.374
H 4.053 -3.264 -3.419
H 2.558 -3.298 -2.450
*
```